# C20H42FN2O14P2

A cluster of 3 separate species, C20H42FN2O14P2 in total (ωB97M-V/def2-TZVPD, the OMol25 dataset).

Bonds (Å) are listed after each position.
Geometry (Å):
1 C 2.323 1.060 -0.587  O2 1.411, H24 1.095, H25 1.093, H26 1.098
2 O 2.706 -0.259 -0.910  C1 1.411, C3 1.412
3 C 3.290 -0.959 0.169  O2 1.412, C4 1.522, H27 1.101, H28 1.100
4 C 3.673 -2.356 -0.295  C3 1.522, C5 1.531, H29 1.097, H30 1.097
5 C 2.569 -3.082 -1.068  C4 1.531, C6 1.528, H31 1.095, H32 1.096
6 C 1.239 -3.164 -0.318  C5 1.528, C7 1.535, H33 1.093, H34 1.098
7 C 0.106 -3.698 -1.204  C6 1.535, N8 1.454, H35 1.099, H36 1.089
8 N -1.232 -3.212 -0.907  C7 1.454, C9 1.441, C15 1.441
9 C -1.449 -1.815 -1.192  N8 1.441, C10 1.531, H37 1.094, H38 1.099
10 C -2.635 -1.558 -2.124  C9 1.531, O11 1.193, N12 1.442
11 O -3.019 -2.364 -2.914  C10 1.193
12 N -3.239 -0.249 -2.075  C10 1.442, C13 1.466, C14 1.469
13 C -3.379 0.254 -0.705  N12 1.466, H39 1.092, H40 1.090, H41 1.099
14 C -2.542 0.705 -2.947  N12 1.469, H42 1.093, H43 1.094, H44 1.097
15 C -1.911 -3.672 0.277  N8 1.441, F16 1.397, C17 1.574, C21 1.585
16 F -3.258 -3.378 0.053  C15 1.397
17 C -1.543 -2.933 1.618  C15 1.574, C18 1.508, H45 1.091, H46 1.089
18 C -2.579 -1.969 2.139  C17 1.508, O19 1.190, O20 1.394
19 O -3.578 -2.247 2.723  C18 1.190
20 O -2.322 -0.623 1.879  C18 1.394, H47 0.964
21 C -1.678 -5.226 0.487  C15 1.585, O22 1.225, O23 1.256
22 O -2.557 -5.968 0.067  C21 1.225
23 O -0.582 -5.464 1.052  C21 1.256
24 H 3.133 1.760 -0.820  C1 1.095
25 H 1.434 1.315 -1.170  C1 1.093
26 H 2.075 1.161 0.477  C1 1.098
27 H 2.576 -1.014 1.006  C3 1.101
28 H 4.174 -0.416 0.534  C3 1.100
29 H 4.570 -2.285 -0.923  C4 1.097
30 H 3.965 -2.932 0.593  C4 1.097
31 H 2.415 -2.571 -2.024  C5 1.095
32 H 2.917 -4.098 -1.288  C5 1.096
33 H 1.339 -3.800 0.566  C6 1.093
34 H 0.970 -2.145 -0.012  C6 1.098
35 H 0.321 -3.401 -2.241  C7 1.099
36 H 0.096 -4.787 -1.192  C7 1.089
37 H -1.542 -1.216 -0.281  C9 1.094
38 H -0.582 -1.407 -1.730  C9 1.099
39 H -4.058 1.110 -0.703  C13 1.092
40 H -3.768 -0.530 -0.055  C13 1.090
41 H -2.425 0.596 -0.280  C13 1.099
42 H -2.366 1.640 -2.409  C14 1.093
43 H -3.136 0.932 -3.837  C14 1.094
44 H -1.575 0.320 -3.291  C14 1.097
45 H -0.595 -2.406 1.497  C17 1.091
46 H -1.419 -3.709 2.371  C17 1.089
47 H -1.420 -0.418 2.148  O20 0.964
48 C 7.223 -0.405 -2.387  O49 1.443, H56 1.087, H57 1.088, H58 1.090
49 O 7.858 0.818 -1.960  C48 1.443, P50 1.580
50 P 6.914 2.005 -1.518  O49 1.580, O51 1.459, O52 1.592, O54 1.583
51 O 5.676 1.638 -0.840  P50 1.459
52 O 6.625 2.859 -2.830  P50 1.592, C53 1.428
53 C 7.502 2.832 -3.957  O52 1.428, H59 1.090, H60 1.090, H61 1.087
54 O 7.965 2.854 -0.692  P50 1.583, C55 1.435
55 C 7.495 4.041 -0.036  O54 1.435, H62 1.090, H63 1.089, H64 1.087
56 H 7.867 -0.846 -3.144  C48 1.087
57 H 7.131 -1.077 -1.537  C48 1.088
58 H 6.232 -0.220 -2.800  C48 1.090
59 H 7.292 1.959 -4.574  C53 1.090
60 H 8.548 2.819 -3.650  C53 1.090
61 H 7.303 3.734 -4.531  C53 1.087
62 H 6.414 4.015 0.097  C55 1.090
63 H 7.777 4.912 -0.625  C55 1.089
64 H 7.974 4.083 0.938  C55 1.087
65 C -5.987 0.129 2.766  O66 1.453, H73 1.086, H74 1.086, H75 1.089
66 O -6.793 1.335 2.684  C65 1.453, P67 1.574
67 P -6.039 2.716 2.710  O66 1.574, O68 1.459, O69 1.596, O71 1.586
68 O -4.733 2.771 2.061  P67 1.459
69 O -5.947 3.151 4.242  P67 1.596, C70 1.427
70 C -6.840 2.624 5.223  O69 1.427, H76 1.090, H77 1.090, H78 1.088
71 O -7.171 3.641 2.095  P67 1.586, C72 1.432
72 C -6.855 5.020 1.875  O71 1.432, H79 1.090, H80 1.090, H81 1.087
73 H -6.582 -0.610 3.294  C65 1.086
74 H -5.763 -0.221 1.762  C65 1.086
75 H -5.052 0.305 3.294  C65 1.089
76 H -6.495 1.645 5.557  C70 1.090
77 H -7.855 2.536 4.835  C70 1.090
78 H -6.830 3.315 6.062  C70 1.088
79 H -5.777 5.175 1.831  C72 1.090
80 H -7.285 5.621 2.676  C72 1.090
81 H -7.295 5.307 0.923  C72 1.087

Output
HOMO (eV): -4.728
Lowest unoccupied orbital energy (eV): 1.8
Gap between HOMO and LUMO (eV): 6.574
Energy above the lowest of the compared OMol25 structures with the same formula, charge and spin (kJ/mol): 0.0
Total charge: -1

Atomic partial charges in e from the Mulliken method, atoms 1 to 6:
1. C -0.688
2. O -0.231
3. C -0.427
4. C -0.721
5. C -0.849
6. C 0.467